Entry 1:
A 2-piece molecular cluster, C2H2INO2S overall in a non-equilibrium geometry. Source: the OMol25 dataset; level of theory: ωB97M-V with the def2-TZVPD basis set.

HOMO-LUMO gap (eV): 7.65
Structure (SMILES): N#CC=S(=O)=O.I
Highest occupied orbital energy (eV): -10.2
LUMO energy (Eh): -0.0918
Net charge: 0
ΔE to the lowest compared entry with this formula, charge and spin (kJ/mol): 202.01

CARTESIAN COORDINATES (ANGSTROEM)
S (0.61498, 0.59681, -1.07048)
C (0.45350, 0.22356, 0.57738)
N (1.41377, -1.72831, 1.84138)
O (0.05256, 1.84931, -1.21612)
H (-1.55894, -0.03217, 0.04412)
I (-2.95773, -0.71008, -0.44370)
O (0.65531, -0.43017, -2.06654)
C (1.10907, -0.79564, 1.23183)
H (0.21749, 1.02669, 1.10213)

Entry 2:
An isolated molecule of C2H2INO3 in a non-equilibrium geometry. Source: the OMol25 dataset; level of theory: ωB97M-V with the def2-TZVPD basis set.

HOMO-LUMO gap (eV): 8.34
Highest occupied orbital energy (eV): -9.2
LUMO energy (Eh): -0.0299
Net charge: 0
ΔE to the lowest compared entry with this formula, charge and spin (kJ/mol): 531.06

CARTESIAN COORDINATES (ANGSTROEM)
H (0.42886, -1.39165, 1.39405)
H (-0.20674, 1.07190, -1.40263)
C (-0.94911, 0.69377, -0.63847)
C (0.17888, -1.14122, 0.42111)
O (-2.24442, 1.23042, -0.74795)
O (0.74350, -1.63756, -0.51107)
I (-3.42324, 0.03934, 0.17242)
O (-2.68416, -1.49624, -0.46481)
N (-0.85510, -0.15642, 0.25261)

Entry 3:
A 3-piece molecular cluster, C2H2INO3 overall in a non-equilibrium geometry. Source: the OMol25 dataset; level of theory: ωB97M-V with the def2-TZVPD basis set.

HOMO-LUMO gap (eV): 10.22
Structure (SMILES): C#[N+][O-].O=C=O.I
Highest occupied orbital energy (eV): -9.8
LUMO energy (Eh): 0.0144
Net charge: 0
ΔE to the lowest compared entry with this formula, charge and spin (kJ/mol): 291.43

CARTESIAN COORDINATES (ANGSTROEM)
N (-0.82811, 1.88865, 0.54470)
I (2.64385, 0.84163, -0.33738)
O (-0.86558, 2.14231, 1.70694)
C (-0.98206, -2.79332, -0.26033)
H (3.30368, 0.42501, 0.98415)
O (-1.36904, -3.54332, 0.47003)
C (-0.77093, 1.45214, -0.53647)
H (-0.57328, 1.62229, -1.54267)
O (-0.55854, -2.03539, -1.02899)

Entry 4:
A 2-piece molecular cluster, C2H2INOS2 overall in a non-equilibrium geometry. Source: the OMol25 dataset; level of theory: ωB97M-V with the def2-TZVPD basis set.

HOMO-LUMO gap (spin up / spin down) (eV): 6.89 / 6.89
Highest occupied orbital energy (spin up / spin down) (eV): -8.1 / -8.1
LUMO energy (spin up / spin down) (Eh): -0.0452 / -0.0453
Net charge: 0
ΔE to the lowest compared entry with this formula, charge and spin (kJ/mol): 133.59

CARTESIAN COORDINATES (ANGSTROEM)
I (-2.68748, 2.27446, -1.45125)
C (1.44133, -0.34782, -0.43686)
N (0.21263, -0.32491, 0.06726)
O (-0.42439, 0.38036, -2.69767)
S (-1.79368, 0.26321, -2.18229)
S (1.83619, -1.82881, -1.02599)
H (2.05746, 0.44673, -0.21431)
H (-1.79423, -0.44351, 0.76492)
C (-0.98531, -0.35633, 0.04055)

Question: Which of these has the lowest ΔE to the lowest compared entry with this formula, charge and spin?
Answer: C2H2INOS2

Question: What is the formula in the third record?
Answer: C2H2INO3